Computed, not measured: a cluster of 6 separate species, C37H62N8O5 in total in a non-equilibrium geometry, with ωB97M-V/def2-TZVPD.

Cartesian coordinates (Å):
1 C -2.5161 0.9453 1.4653
2 C -3.0296 0.0604 0.3002
3 C -2.0548 -1.0271 -0.0911
4 O -0.8638 -0.5187 -0.6657
5 C -0.4726 -1.2486 -1.8125
6 C 0.8014 -0.7225 -2.4471
7 C 0.7013 0.4776 -3.4168
8 C -0.6332 1.1806 -3.6006
9 C -1.0940 2.1151 -2.4467
10 C 0.0069 2.6518 -1.5752
11 O 0.9898 3.2415 -1.9841
12 O -0.2096 2.4730 -0.2367
13 O 1.7979 -0.3574 -1.5020
14 C 2.1048 -1.2662 -0.5006
15 O 2.2651 -2.5619 -1.0204
16 C 1.7629 -3.5838 -0.1882
17 C 2.6777 -3.9629 0.9837
18 C 2.0904 -3.5912 2.3630
19 C 3.4211 -0.7312 0.1574
20 N 4.5583 -1.1474 -0.6604
21 N 3.4195 0.7057 0.2825
22 C 2.3878 1.2597 1.1499
23 C 2.9156 1.4267 2.5867
24 C 1.9955 2.2540 3.4652
25 N 1.0272 1.3725 4.1439
26 H -3.2793 1.0080 2.2389
27 H -2.3176 1.9527 1.1158
28 H -1.6122 0.5036 1.8761
29 H -3.3552 0.6696 -0.5414
30 H -3.9232 -0.4490 0.6698
31 H -2.5523 -1.7556 -0.7366
32 H -1.7824 -1.5633 0.8271
33 H -0.2714 -2.2836 -1.5095
34 H -1.2886 -1.3128 -2.5399
35 H 1.1780 -1.5648 -3.0323
36 H 1.0050 0.1079 -4.3979
37 H 1.4623 1.1974 -3.1265
38 H -1.4398 0.4898 -3.8384
39 H -0.5273 1.8147 -4.4816
40 H -1.8574 1.6368 -1.8423
41 H -1.5613 2.9915 -2.8981
42 H 0.1023 3.2742 0.1987
43 H 1.3329 -1.3054 0.2794
44 H 1.6382 -4.4580 -0.8272
45 H 0.7676 -3.3217 0.1854
46 H 3.6445 -3.4733 0.8816
47 H 2.8741 -5.0327 0.9988
48 H 1.0017 -3.5578 2.3317
49 H 2.4487 -2.6273 2.7230
50 H 2.3518 -4.3345 3.1149
51 H 3.5111 -1.1420 1.1653
52 H 5.1007 -0.3435 -0.9401
53 H 5.1396 -1.7910 -0.1486
54 H 3.4375 1.1533 -0.6208
55 H 2.0751 2.2237 0.7555
56 H 1.5039 0.6153 1.2018
57 H 3.9085 1.8653 2.4935
58 H 3.0497 0.4232 2.9966
59 H 2.6159 2.7002 4.2456
60 H 1.5385 3.0767 2.9106
61 H 0.7683 0.6212 3.5205
62 H 0.2024 1.8721 4.4400
63 C 6.9509 -4.5071 -1.6329
64 C 7.6340 -5.3174 -2.5819
65 C 7.4364 -4.7547 -3.8135
66 N 6.6609 -3.6393 -3.6433
67 C 6.3604 -3.4785 -2.3192
68 H 6.8998 -4.6635 -0.5680
69 H 8.2038 -6.2093 -2.3819
70 H 7.7789 -5.0499 -4.7902
71 H 6.3552 -3.0314 -4.3789
72 H 5.7546 -2.6519 -1.9809
73 C -8.9941 -0.6762 1.2651
74 C -8.2798 0.4791 0.8449
75 C -7.1058 0.5075 1.5476
76 N -7.0855 -0.5826 2.3751
77 C -8.2309 -1.3106 2.2074
78 H -9.9574 -1.0053 0.9149
79 H -8.5924 1.2039 0.1124
80 H -6.2868 1.2062 1.5309
81 H -6.3440 -0.8124 3.0094
82 H -8.4050 -2.2123 2.7688
83 C -13.1364 -4.9020 1.1045
84 C -12.8219 -4.0506 2.1987
85 C -12.3685 -2.8684 1.6784
86 N -12.3952 -2.9738 0.3144
87 C -12.8633 -4.2085 -0.0435
88 H -13.5193 -5.9072 1.1558
89 H -12.9185 -4.2805 3.2463
90 H -12.0313 -1.9659 2.1591
91 H -12.1134 -2.2562 -0.3262
92 H -12.9617 -4.4859 -1.0787
93 C 2.1626 6.7937 2.5875
94 C 2.8367 5.7523 1.8928
95 C 3.9259 5.3993 2.6443
96 N 3.9365 6.1874 3.7616
97 C 2.8652 7.0381 3.7371
98 H 1.2659 7.3039 2.2784
99 H 2.5534 5.3131 0.9502
100 H 4.6896 4.6582 2.4803
101 H 4.6258 6.1481 4.4882
102 H 2.6959 7.7405 4.5347
103 C 5.7525 4.1925 -2.6003
104 C 6.4909 3.5472 -3.6302
105 C 5.7012 2.5488 -4.1350
106 N 4.5163 2.5656 -3.4503
107 C 4.5388 3.5653 -2.5170
108 H 6.0757 5.0206 -1.9924
109 H 7.4870 3.7887 -3.9609
110 H 5.8795 1.8327 -4.9185
111 H 3.7471 1.9407 -3.6069
112 H 3.6902 3.7418 -1.8769

Computed properties:
lowest unoccupied orbital energy = 0.405 eV
SMILES string = CCCOC[C@@H](CCCC(=O)O)O[C@@H](OCCC)[C@@H](N)NCCCN.c1cc[nH]c1.c1cc[nH]c1.c1cc[nH]c1.c1cc[nH]c1.c1cc[nH]c1
spin multiplicity = 1
HOMO-LUMO gap = 8.460 eV
E_HOMO = -8.1 eV

Atom charges from the Mulliken analysis, given in e for atoms 1 to 99:
1 C -0.878
2 C -0.228
3 C -1.223
4 O 0.415
5 C -1.670
6 C 0.359
7 C -0.560
8 C -1.052
9 C 0.105
10 C 0.553
11 O -0.663
12 O -0.245
13 O -0.275
14 C -0.204
15 O -0.444
16 C -0.211
17 C -0.362
18 C -1.013
19 C -0.906
20 N -0.266
21 N -0.161
22 C 1.007
23 C -1.034
24 C -0.315
25 N -0.730
26 H 0.460
27 H 0.095
28 H 0.154
29 H 0.323
30 H 0.307
31 H 0.453
32 H 0.290
33 H 0.667
34 H 0.594
35 H 0.490
36 H 0.445
37 H -0.166
38 H 0.349
39 H 0.523
40 H -0.559
41 H 0.622
42 H 0.306
43 H 0.413
44 H 0.392
45 H 0.070
46 H 0.125
47 H 0.513
48 H 0.256
49 H 0.171
50 H 0.361
51 H 0.375
52 H 0.232
53 H 0.362
54 H 0.222
55 H -0.155
56 H -0.355
57 H 0.392
58 H 0.225
59 H 0.296
60 H 0.286
61 H 0.151
62 H 0.275
63 C -0.278
64 C -0.646
65 C -0.476
66 N 0.004
67 C -0.314
68 H 0.419
69 H 0.387
70 H 0.383
71 H 0.191
72 H 0.366
73 C 0.286
74 C -0.848
75 C -0.373
76 N 0.024
77 C -0.765
78 H 0.286
79 H 0.392
80 H 0.407
81 H 0.201
82 H 0.393
83 C -0.402
84 C -0.454
85 C -0.436
86 N 0.016
87 C -0.467
88 H 0.386
89 H 0.404
90 H 0.393
91 H 0.197
92 H 0.367
93 C -0.722
94 C -0.019
95 C -0.770
96 N 0.015
97 C -0.485
98 H 0.381
99 H 0.588